1.
This record from the OMol25 dataset describes a molecular structure, C20H39BrFGaO8PS at a distorted geometry. The level of theory is wB97M-V/def2-TZVPD.

ORCA input file:
```
! RIJCOSX wB97M-V def2-TZVPD def2/J DEFGRID3
* xyz -1 1
C -3.784 6.300 -1.948
C -2.447 5.734 -1.510
C -1.615 5.071 -2.365
C -0.404 4.587 -1.985
C -0.002 4.770 -0.686
C -0.824 5.440 0.179
C -0.368 5.682 1.601
Ga 0.378 7.577 1.666
F -0.892 8.623 0.891
Br 0.798 8.353 3.888
P 2.317 7.889 0.308
O 3.610 7.087 0.950
O 2.127 7.295 -1.219
S 2.622 9.795 0.159
C -2.049 5.924 -0.213
H -4.558 5.541 -1.831
H -3.986 7.166 -1.319
H -3.706 6.659 -2.975
H -1.954 4.953 -3.392
H 0.265 4.076 -2.666
H 0.951 4.392 -0.339
H 0.375 4.928 1.875
H -1.229 5.579 2.266
H 3.451 6.134 0.900
H 2.746 6.576 -1.398
H -2.655 6.460 0.505
C -1.354 1.349 -0.606
O 0.003 0.958 -0.721
C 0.505 0.230 0.382
C 1.255 -1.019 -0.040
O 0.479 -2.036 -0.662
C -0.083 -1.786 -1.942
C 0.898 -1.613 -3.087
O 1.671 -0.433 -2.969
C 3.056 -0.605 -3.181
H -1.426 2.323 -0.113
H -1.764 1.438 -1.613
H -1.948 0.608 -0.062
H -0.297 -0.045 1.075
H 1.207 0.882 0.919
H 1.645 -1.480 0.873
H 2.129 -0.772 -0.644
H -0.791 -0.958 -1.901
H -0.678 -2.677 -2.167
H 0.323 -1.541 -4.019
H 1.536 -2.503 -3.148
H 3.406 -1.580 -2.829
H 3.578 0.169 -2.617
H 3.297 -0.494 -4.243
C -1.626 -5.451 -0.505
O -0.487 -6.003 0.121
C 0.388 -5.044 0.699
C 0.790 -5.409 2.116
O -0.248 -5.393 3.086
C -1.284 -6.359 3.016
C -0.879 -7.800 3.268
O -0.046 -8.320 2.246
C 1.098 -9.008 2.704
H -1.414 -5.221 -1.555
H -2.424 -6.194 -0.466
H -1.977 -4.549 0.005
H -0.054 -4.046 0.692
H 1.294 -5.015 0.082
H 1.499 -4.645 2.447
H 1.336 -6.354 2.144
H -1.844 -6.264 2.084
H -1.979 -6.084 3.814
H -1.791 -8.410 3.294
H -0.396 -7.868 4.248
H 1.492 -8.575 3.629
H 1.867 -8.927 1.935
H 0.868 -10.066 2.869
*
```

## Properties
Orbital gap   6.7 eV
Molar mass   639.190 Da

Löwdin atomic charge list, values in e, 6 entries: atom 1 (C): -0.05, atom 2 (C): -0.28, atom 3 (C): -0.09, atom 4 (C): -0.10, atom 5 (C): -0.10, atom 6 (C): -0.34

---

2.
This record from the OMol25 dataset describes a single C20H39N3O molecule. The level of theory is wB97M-V/def2-TZVPD.

ORCA input file:
```
! RIJCOSX wB97M-V def2-TZVPD def2/J DEFGRID3
* xyz 0 1
C 6.426 -2.205 -0.034
C 5.518 -2.235 1.198
C 6.217 -1.574 2.394
N 4.209 -1.689 0.870
C 3.149 -2.084 1.772
C 1.790 -1.814 1.125
C 1.652 -0.317 0.813
N 0.416 0.117 0.187
C -0.113 -0.697 -0.883
C -1.070 0.148 -1.724
N -2.129 0.644 -0.871
C -3.295 1.203 -1.541
C -3.004 2.295 -2.582
C -4.312 2.872 -3.113
C -5.172 1.774 -3.732
C -5.444 0.670 -2.714
C -4.132 0.096 -2.187
C -1.553 1.493 0.149
C -0.628 0.647 1.040
C -1.458 -0.401 1.818
C -1.743 0.018 3.262
O -2.554 1.163 3.377
C 2.846 0.089 -0.062
C 4.157 -0.260 0.637
H 5.880 -2.564 -0.901
H 6.784 -1.199 -0.238
H 7.290 -2.844 0.129
H 5.340 -3.289 1.448
H 7.132 -2.111 2.628
H 6.472 -0.541 2.169
H 5.575 -1.592 3.272
H 3.245 -3.153 1.979
H 3.198 -1.543 2.736
H 1.722 -2.390 0.203
H 1.004 -2.147 1.805
H 1.732 0.233 1.760
H -0.656 -1.581 -0.514
H 0.712 -1.034 -1.513
H -0.494 0.971 -2.182
H -1.495 -0.471 -2.515
H -3.906 1.649 -0.745
H -2.404 3.088 -2.130
H -2.434 1.868 -3.410
H -4.102 3.644 -3.857
H -4.861 3.341 -2.292
H -6.115 2.195 -4.086
H -4.650 1.350 -4.593
H -6.037 -0.123 -3.175
H -6.022 1.079 -1.882
H -4.325 -0.683 -1.449
H -3.584 -0.353 -3.017
H -0.959 2.318 -0.284
H -2.361 1.918 0.748
H -0.133 1.318 1.756
H -0.921 -1.348 1.852
H -2.399 -0.564 1.292
H -2.295 -0.774 3.775
H -0.791 0.174 3.794
H -2.107 1.899 2.945
H 2.801 -0.445 -1.011
H 2.801 1.159 -0.265
H 4.994 0.027 0.000
H 4.223 0.314 1.579
*
```

## Properties
Orbital gap   8.8 eV
SMILES   CC(C)N1CCC(N2CCN(C3CCCCC3)C[C@H]2CCO)CC1
Molar mass   337.552 Da

natural (NBO) atomic charge list, values in e, 6 entries: atom 1 (C): -0.61, atom 2 (C): -0.02, atom 3 (C): -0.64, atom 4 (N): -0.46, atom 5 (C): -0.21, atom 6 (C): -0.42

---

3.
This record from the OMol25 dataset describes 10 unconnected molecules or ions with the total composition C20H40Br20 at a distorted geometry. The level of theory is wB97M-V/def2-TZVPD.

ORCA input file:
```
! RIJCOSX wB97M-V def2-TZVPD def2/J DEFGRID3
* xyz 0 1
Br 0.836 5.568 -4.087
C 2.400 4.296 -3.989
C 2.013 3.095 -4.818
Br 3.560 1.813 -5.275
H 2.631 4.081 -2.946
H 3.278 4.807 -4.386
H 1.588 3.422 -5.767
H 1.297 2.473 -4.281
Br -3.786 1.548 -4.511
C -3.617 3.437 -3.989
C -4.264 4.262 -5.137
Br -2.966 4.322 -6.613
H -2.598 3.743 -3.748
H -4.319 3.605 -3.172
H -4.517 5.247 -4.744
H -5.178 3.836 -5.550
Br 2.691 7.609 1.196
C 2.722 6.134 2.593
C 2.538 4.828 1.877
Br 2.100 3.361 3.265
H 1.876 6.260 3.269
H 3.590 6.171 3.251
H 3.460 4.478 1.412
H 1.731 4.974 1.159
Br -8.659 -1.270 0.986
C -7.889 -2.796 -0.072
C -6.532 -2.404 -0.789
Br -5.704 -4.058 -1.655
H -8.705 -3.145 -0.705
H -7.593 -3.540 0.667
H -5.847 -1.968 -0.062
H -6.706 -1.654 -1.560
Br 6.333 0.993 -0.674
C 8.034 0.769 -1.648
C 9.263 1.089 -0.841
Br 10.846 1.419 -1.983
H 8.033 1.448 -2.502
H 7.944 -0.242 -2.043
H 9.475 0.391 -0.030
H 9.051 2.032 -0.338
Br -5.194 2.912 2.491
C -3.570 3.394 3.523
C -3.858 3.013 5.001
Br -2.602 3.748 6.406
H -3.403 4.459 3.365
H -2.777 2.920 2.943
H -3.726 1.948 5.191
H -4.842 3.353 5.325
Br -5.344 -5.731 4.152
C -6.461 -4.313 5.047
C -5.781 -2.901 4.889
Br -6.810 -1.577 5.954
H -6.512 -4.531 6.114
H -7.486 -4.361 4.680
H -5.529 -2.503 3.906
H -4.822 -2.908 5.408
Br -0.294 -4.469 5.823
C 1.461 -3.714 5.367
C 2.119 -4.601 4.274
Br 3.621 -3.796 3.343
H 2.151 -3.539 6.193
H 1.245 -2.711 4.998
H 1.493 -5.019 3.486
H 2.532 -5.485 4.761
Br -0.359 0.666 -0.486
C 0.721 -1.014 -0.418
C -0.234 -2.214 -0.505
Br -1.371 -2.189 1.203
H 1.308 -0.994 0.500
H 1.494 -0.972 -1.185
H 0.394 -3.099 -0.404
H -0.946 -2.399 -1.310
Br 4.103 -4.239 -3.716
C 4.876 -5.218 -5.205
C 6.399 -5.208 -5.196
Br 7.075 -6.168 -6.784
H 4.531 -4.806 -6.153
H 4.487 -6.236 -5.157
H 6.745 -5.751 -4.317
H 6.756 -4.180 -5.263
*
```

## Properties
Orbital gap   10.0 eV
ΔE to the lowest compared entry with this formula, charge and spin   78.9 kcal/mol
SMILES   BrCCBr.BrCCBr.BrCCBr.BrCCBr.BrCCBr.BrCCBr.BrCCBr.BrCCBr.BrCCBr.BrCCBr
Molar mass   1878.620 Da

Löwdin atomic charge list, values in e, 6 entries: atom 1 (Br): 0.56, atom 2 (C): -0.62, atom 3 (C): -0.63, atom 4 (Br): 0.50, atom 5 (H): 0.06, atom 6 (H): 0.05

---

4.
This record from the OMol25 dataset describes 3 unconnected molecules or ions with the total composition C20H40Br2F3N3O5P at a distorted geometry. The level of theory is wB97M-V/def2-TZVPD.

ORCA input file:
```
! RIJCOSX wB97M-V def2-TZVPD def2/J DEFGRID3
* xyz 1 1
C -3.810 1.189 -2.276
C -3.446 -0.310 -2.678
C -2.075 -0.857 -1.998
C -1.832 -2.286 -2.706
F -1.688 -2.104 -4.097
F -2.947 -3.140 -2.570
F -0.648 -2.902 -2.292
C -0.907 0.096 -2.465
C -0.346 1.150 -1.398
C 1.132 1.569 -1.925
N 1.579 2.893 -1.436
C -0.156 0.337 -0.032
C -1.419 -0.497 0.462
C -2.151 0.406 1.596
Br -2.758 2.172 0.931
C -3.338 -0.355 2.350
C -4.811 0.114 1.861
Br -3.270 0.158 4.294
P -0.698 -2.001 1.456
N 0.514 -2.823 0.495
O 0.181 -1.398 2.816
N -2.337 -1.053 -0.554
H -4.397 1.153 -1.293
H -4.513 1.592 -3.068
H -2.932 1.897 -2.212
H -3.382 -0.335 -3.820
H -4.272 -1.060 -2.410
H -1.289 0.688 -3.370
H -0.029 -0.522 -2.863
H -0.934 2.111 -1.309
H 1.135 1.526 -3.062
H 1.920 0.812 -1.573
H 1.077 3.670 -1.872
H 1.512 2.904 -0.415
H 0.132 1.039 0.829
H 0.761 -0.336 -0.189
H -1.350 0.625 2.383
H -3.335 -1.480 2.238
H -5.529 -0.740 2.129
H -4.877 0.206 0.723
H -5.179 1.037 2.395
H 1.319 -3.087 1.079
H 0.112 -3.723 0.196
H 0.588 -0.552 2.509
H -3.297 -0.695 -0.352
H -2.417 -2.087 -0.377
O 0.351 -4.303 2.773
C 1.136 -5.224 2.821
O 0.741 -6.458 2.475
C 1.627 -7.578 2.317
C 1.884 -8.261 3.645
C 2.528 -5.026 3.354
H 2.549 -7.280 1.813
H 1.121 -8.274 1.647
H 2.378 -7.593 4.353
H 2.511 -9.144 3.508
H 0.941 -8.566 4.104
H 2.504 -5.081 4.444
H 2.874 -4.035 3.053
H 3.254 -5.736 2.966
O 1.174 5.486 -0.684
C 2.114 6.228 -0.857
O 2.333 6.759 -2.070
C 3.298 7.787 -2.340
C 4.672 7.196 -2.582
C 3.100 6.494 0.246
H 3.298 8.542 -1.550
H 2.959 8.291 -3.247
H 5.044 6.669 -1.702
H 5.386 7.979 -2.843
H 4.634 6.468 -3.395
H 3.833 5.687 0.272
H 2.558 6.519 1.192
H 3.610 7.451 0.160
*
```

## Properties
Orbital gap   8.7 eV
Molar mass   650.332 Da

Löwdin atomic charge list, values in e, 6 entries: atom 1 (C): -0.10, atom 2 (C): -0.15, atom 3 (C): -0.27, atom 4 (C): -0.39, atom 5 (F): 0.10, atom 6 (F): 0.09

---

5.
This record from the OMol25 dataset describes 9 unconnected molecules or ions with the total composition C20H40Cl16NO2 at a distorted geometry. The level of theory is wB97M-V/def2-TZVPD.

ORCA input file:
```
! RIJCOSX wB97M-V def2-TZVPD def2/J DEFGRID3
* xyz 0 2
C 2.099 -4.809 0.832
C 0.592 -4.362 0.765
O 0.435 -3.720 -0.490
C -0.828 -3.088 -0.647
C -0.814 -2.474 -2.104
C -2.061 -4.064 -0.604
C -3.437 -3.387 -0.273
C -4.543 -4.058 -1.191
C -3.816 -3.777 1.200
N -3.492 -1.939 -0.561
O -4.676 -1.452 -0.457
C -2.459 -1.152 0.146
C -2.897 -0.622 1.562
C -2.144 0.154 -0.721
C -1.092 -1.901 0.346
H 2.449 -5.259 -0.113
H 2.705 -3.887 0.997
H 2.284 -5.456 1.713
H 0.433 -3.705 1.643
H -0.019 -5.279 0.891
H -0.179 -3.091 -2.768
H -1.854 -2.385 -2.465
H -0.323 -1.479 -2.017
H -1.935 -4.940 0.061
H -2.157 -4.483 -1.634
H -4.308 -5.112 -1.422
H -4.698 -3.440 -2.101
H -5.492 -3.998 -0.611
H -3.933 -4.880 1.214
H -4.735 -3.267 1.542
H -2.956 -3.523 1.856
H -2.151 0.143 1.875
H -2.822 -1.426 2.328
H -3.896 -0.161 1.582
H -2.053 -0.067 -1.799
H -2.987 0.852 -0.568
H -1.195 0.580 -0.334
H -1.077 -2.252 1.406
H -0.216 -1.218 0.258
C -1.649 3.974 -2.586
Cl -0.505 2.726 -3.093
Cl -3.257 3.299 -2.302
H -1.291 4.425 -1.666
H -1.716 4.726 -3.366
C 3.391 3.882 -2.977
Cl 4.892 4.467 -2.245
Cl 2.085 5.059 -2.801
H 3.564 3.703 -4.032
H 3.099 2.957 -2.488
C -4.958 2.391 3.021
Cl -6.108 1.151 2.512
Cl -3.738 2.658 1.771
H -5.489 3.320 3.200
H -4.466 2.064 3.932
C 5.636 3.030 1.238
Cl 6.886 3.658 2.322
Cl 4.077 3.808 1.534
H 5.932 3.218 0.214
H 5.532 1.962 1.406
C -8.103 -1.887 3.028
Cl -9.253 -3.134 2.530
Cl -6.872 -1.609 1.791
H -8.643 -0.960 3.200
H -7.615 -2.206 3.944
C 5.822 2.722 -6.022
Cl 6.972 1.480 -6.528
Cl 4.211 2.040 -5.752
H 6.172 3.170 -5.096
H 5.756 3.478 -6.798
C 5.035 2.921 5.566
Cl 3.895 1.569 5.576
Cl 4.218 4.457 5.875
H 5.780 2.758 6.338
H 5.512 2.969 4.592
C 9.236 4.816 -1.059
Cl 8.098 3.462 -1.052
Cl 8.414 6.347 -0.744
H 9.981 4.650 -0.288
H 9.713 4.866 -2.033
*
```

## Properties
Orbital gap (spin up / spin down)   8.7 / 9.6 eV
ΔE to the lowest compared entry with this formula, charge and spin   18.2 kcal/mol
⟨S²⟩   0.7540
Molar mass   893.793 Da

Löwdin atomic charge list, values in e, 6 entries: atom 1 (C): -0.07, atom 2 (C): -0.26, atom 3 (O): -0.10, atom 4 (C): -0.46, atom 5 (C): 0.00, atom 6 (C): -0.06

---

6.
This record from the OMol25 dataset describes a molecular structure, C20H40Cl2HgO23 at a distorted geometry. The level of theory is wB97M-V/def2-TZVPD.

ORCA input file:
```
! RIJCOSX wB97M-V def2-TZVPD def2/J DEFGRID3
* xyz 0 1
Hg -0.462 -0.237 0.270
Cl -3.160 1.811 0.700
O -3.295 2.200 2.045
O -3.744 2.681 -0.242
O -1.677 1.727 0.381
O -3.712 0.479 0.421
Cl 2.735 -1.902 0.022
O 1.270 -1.885 -0.315
O 3.472 -1.330 -1.082
O 2.952 -1.153 1.204
O 3.046 -3.254 0.208
C 2.384 -1.292 4.319
C 1.570 -2.469 3.744
O 0.158 -2.372 4.124
C -0.648 -1.632 3.390
O -0.189 -1.066 2.442
O -1.889 -1.619 3.827
C -2.823 -0.814 3.141
H 2.486 -1.338 5.406
H 1.839 -0.392 4.050
H 3.410 -1.219 3.923
H 1.815 -3.419 4.071
H 1.583 -2.320 2.672
H -2.462 0.247 3.280
H -3.671 -1.039 3.827
H -3.058 -1.028 2.134
C 4.448 2.071 1.720
C 3.528 2.143 0.548
O 2.480 3.096 0.936
C 1.422 2.629 1.531
O 1.003 1.486 1.427
O 0.820 3.591 2.167
C -0.491 3.369 2.693
H 4.893 3.072 1.774
H 5.314 1.367 1.578
H 3.949 1.847 2.608
H 3.085 1.157 0.252
H 4.029 2.729 -0.248
H -0.669 2.349 2.450
H -1.174 4.090 2.198
H -0.579 3.626 3.780
C -0.267 5.048 -0.737
C 0.755 4.265 -1.464
O 0.363 2.889 -1.226
C 0.870 1.883 -1.990
O 0.738 0.718 -1.797
O 1.732 2.343 -2.940
C 2.416 1.281 -3.643
H -1.150 5.179 -1.416
H 0.032 6.078 -0.534
H -0.583 4.512 0.126
H 1.795 4.315 -1.036
H 0.855 4.617 -2.458
H 3.223 1.844 -4.110
H 1.732 0.755 -4.356
H 2.769 0.530 -2.989
C -2.214 2.400 -4.198
C -2.263 1.166 -3.334
O -1.457 0.166 -3.972
C -1.284 -0.906 -3.274
O -1.380 -1.056 -2.085
O -0.906 -1.919 -4.164
C -0.418 -3.095 -3.531
H -1.176 2.726 -4.350
H -2.792 3.232 -3.758
H -2.602 2.278 -5.153
H -3.263 0.814 -3.226
H -1.789 1.402 -2.344
H -1.306 -3.713 -3.320
H 0.025 -2.880 -2.546
H 0.229 -3.583 -4.250
C 0.425 -6.023 0.359
C -0.200 -4.625 0.423
O -1.487 -4.538 -0.209
C -2.065 -3.388 -0.085
O -1.598 -2.452 0.600
O -3.198 -3.388 -0.777
C -3.937 -2.122 -0.551
H 0.372 -6.331 -0.676
H -0.078 -6.716 1.100
H 1.448 -5.857 0.685
H 0.469 -3.870 0.026
H -0.374 -4.374 1.413
H -4.881 -2.291 -1.107
H -3.442 -1.282 -1.014
H -4.127 -2.021 0.508
*
```

## Properties
Orbital gap   9.6 eV
Molar mass   920.013 Da

Löwdin atomic charge list, values in e, 6 entries: atom 1 (Hg): 1.31, atom 2 (Cl): 0.70, atom 3 (O): -0.29, atom 4 (O): -0.29, atom 5 (O): -0.45, atom 6 (O): -0.36